# 1
Here is 3 unconnected molecules or ions with the total composition C7H10BrCl2NO2 at a distorted geometry from the Open Molecules 2025 dataset. Energies are from wB97M-V/def2-TZVPD.

Each line ends with the Mulliken charge.
Geometry (Å):
C  0.630  2.152  1.262  -0.577
C  1.336  0.833  1.566  -0.504
C  -0.401  1.778  0.148  -0.735
C  1.345  0.069  0.204  -0.575
C  0.223  0.590  -0.671  0.908
C  -0.290  0.162  -1.881  -1.403
C  -1.383  -2.436  -0.732  0.220
N  -0.263  -2.965  -1.375  0.922
O  -0.336  -3.242  -2.562  -0.556
O  0.615  -3.409  -0.596  -0.568
Cl  -1.350  -2.145  0.978  -0.021
Cl  -2.714  -2.057  -1.596  -0.060
Br  -2.864  0.655  3.317  0.000
H  -0.020  2.713  1.966  0.308
H  1.302  2.766  0.716  0.293
H  2.358  1.081  1.959  0.281
H  0.847  0.032  2.163  0.223
H  -1.332  1.680  0.582  0.304
H  -0.390  2.584  -0.613  0.288
H  2.293  0.048  -0.298  0.384
H  1.246  -1.008  0.345  0.175
H  0.178  -0.650  -2.413  0.403
H  -1.030  0.768  -2.469  0.292

Values from the calculation:
electronic energy = -108086.1818 eV
ΔE to the lowest compared entry with this formula, charge and spin = 254.2 kJ/mol
LUMO (alpha / beta) = -2.3 / -4.0 eV

---

# 2
Here is a molecular structure, C29H36BClF4N5SiTi at a distorted geometry from the Open Molecules 2025 dataset. Energies are from wB97M-V/def2-TZVPD.

Each line ends with the Mulliken charge.
Geometry (Å):
Ti  0.275  0.073  0.723  -0.963
C  1.100  4.336  -2.089  -1.519
C  1.841  3.064  -1.657  0.191
C  2.548  3.229  -0.331  0.868
C  3.813  3.801  -0.341  -0.469
C  4.559  3.935  0.817  -1.174
C  4.016  3.501  2.013  -0.446
C  2.751  2.934  2.067  0.351
C  2.181  2.549  3.407  -0.005
C  1.695  3.776  4.184  -1.524
C  2.008  2.767  0.887  -0.934
N  0.787  2.053  0.873  1.594
C  -0.321  2.676  0.521  -0.686
C  -1.231  1.996  -0.314  -0.333
C  -2.407  2.376  -0.978  -1.131
C  -2.678  1.361  -1.894  -1.070
C  -1.677  0.400  -1.745  -0.568
N  -0.795  0.770  -0.803  1.455
H  0.654  4.201  -3.076  0.399
H  1.788  5.182  -2.124  0.418
H  0.300  4.576  -1.387  0.275
H  2.592  2.826  -2.413  0.656
H  1.146  2.229  -1.612  -0.785
H  4.230  4.121  -1.290  0.462
H  5.557  4.353  0.782  0.362
H  4.590  3.584  2.930  0.485
H  2.942  2.026  3.990  0.512
H  1.343  1.881  3.264  -0.194
H  2.512  4.481  4.349  0.388
H  1.289  3.473  5.150  0.407
H  0.910  4.288  3.623  0.335
H  -0.477  3.722  0.786  0.461
H  -2.977  3.277  -0.808  0.517
H  -3.503  1.320  -2.589  0.453
H  -1.566  -0.538  -2.271  0.536
C  -3.630  0.299  1.470  -1.500
C  -2.961  -0.899  0.858  0.957
C  -3.732  -1.903  0.291  -1.094
C  -3.097  -3.028  -0.230  -0.660
C  -1.731  -3.144  -0.141  -0.866
C  -0.997  -2.100  0.467  0.066
N  -1.631  -0.990  0.928  0.912
N  0.335  -2.030  0.594  0.489
Si  1.394  -3.324  0.955  0.074
C  2.675  -2.924  2.296  -1.092
C  0.456  -4.846  1.607  -1.286
C  2.460  -3.842  -0.530  -1.070
H  -4.024  0.027  2.452  0.372
H  -4.456  0.633  0.842  0.432
H  -2.926  1.112  1.601  0.009
H  -4.808  -1.802  0.253  0.473
H  -3.679  -3.813  -0.699  0.408
H  -1.201  -3.992  -0.551  0.504
H  2.268  -2.331  3.114  0.166
H  3.523  -2.380  1.872  0.244
H  3.059  -3.856  2.720  0.521
H  -0.295  -4.530  2.335  0.337
H  1.152  -5.520  2.109  0.462
H  -0.056  -5.411  0.826  0.325
H  2.970  -2.968  -0.945  0.239
H  1.889  -4.313  -1.334  0.260
H  3.229  -4.549  -0.204  0.349
Cl  5.795  0.110  0.810  -0.298
C  4.358  -0.042  -0.155  0.045
C  4.475  -0.184  -1.549  -0.903
C  3.257  -0.343  -2.246  -0.966
C  2.064  -0.306  -1.587  -0.826
N  1.959  -0.105  -0.228  3.284
C  3.146  -0.026  0.467  -1.364
H  5.434  -0.160  -2.043  0.449
H  3.271  -0.493  -3.318  0.406
H  1.131  -0.413  -2.123  0.387
H  3.078  0.061  1.544  0.546
F  -1.043  -1.253  3.647  -0.382
B  -0.268  -0.120  3.552  -0.013
F  -0.895  0.899  2.773  -0.203
F  0.092  0.368  4.790  -0.355
F  0.921  -0.410  2.753  -0.158

Values from the calculation:
electronic energy = -93182.0622 eV
ΔE to the lowest compared entry with this formula, charge and spin = 163.6 kJ/mol
LUMO (alpha / beta) = 2.7 / 2.4 eV
total charge = -1
multiplicity = 3

---

# 3
Here is 2 unconnected molecules or ions with the total composition C9H13N2O3S at a distorted geometry from the Open Molecules 2025 dataset. Energies are from wB97M-V/def2-TZVPD.

Each line ends with the Mulliken charge.
Geometry (Å):
C  3.574  -0.029  1.544  -0.724
C  2.273  0.305  1.108  -0.641
C  3.649  -0.304  2.837  -0.194
C  1.414  0.157  2.172  0.535
C  -1.408  -0.176  -3.506  -0.360
C  -0.526  -1.338  -3.797  -0.385
C  -0.853  0.232  3.364  -0.637
C  0.020  -0.504  -1.916  -0.277
C  -0.022  0.410  2.035  0.569
N  -0.454  0.680  0.868  -0.306
N  -0.966  0.245  -2.221  0.101
O  0.403  -1.403  -2.764  -0.288
O  -2.190  0.444  3.151  -0.574
O  -1.704  0.975  0.559  -0.448
S  2.158  -0.233  3.689  -0.086
H  4.492  -0.190  1.042  0.376
H  1.971  0.503  0.114  0.492
H  4.461  -0.720  3.515  0.352
H  -1.157  0.710  -4.232  0.279
H  -2.465  -0.418  -3.568  0.327
H  -0.987  -2.280  -4.044  0.311
H  -0.014  -1.309  -4.848  0.283
H  -0.606  -0.761  3.722  0.350
H  -0.363  0.941  4.182  0.374
H  0.368  -0.500  -0.949  0.644
H  -1.371  1.030  -1.687  0.245
H  -2.683  0.969  3.790  0.331
H  -2.308  0.915  1.278  0.351

Values from the calculation:
electronic energy = -29491.3712 eV
ΔE to the lowest compared entry with this formula, charge and spin = 209.0 kJ/mol
LUMO = -3.4 eV
total charge = +1

---

# 4
Here is a molecular structure, C45H51Cl4N7O2SiTi from the Open Molecules 2025 dataset. Energies are from wB97M-V/def2-TZVPD.

Each line ends with the Mulliken charge.
Geometry (Å):
Ti  0.167  0.412  -0.214  -0.791
C  5.844  -0.733  -1.030  -0.618
C  5.136  0.064  -0.155  -0.223
N  3.959  -0.286  0.350  -0.186
C  3.463  -1.471  -0.033  0.563
C  4.158  -2.235  -0.989  -0.012
N  5.336  -1.889  -1.476  -0.826
C  2.250  -1.957  0.625  -0.464
C  2.146  -3.305  0.886  -0.946
C  1.082  -3.839  1.637  0.772
C  0.173  -2.871  2.149  -1.001
C  0.344  -1.535  1.864  0.543
N  1.327  -1.042  1.061  0.610
C  -0.516  -0.499  2.418  -0.721
C  -1.105  -0.594  3.661  -0.519
N  -1.828  0.373  4.240  -0.784
C  -1.933  1.495  3.474  -1.288
C  -1.370  1.632  2.245  -0.743
N  -0.629  0.646  1.645  1.697
C  0.951  -5.249  1.884  1.003
C  -0.212  -5.811  2.462  -0.593
C  -0.291  -7.166  2.693  -0.327
N  0.674  -8.051  2.412  -0.780
C  1.775  -7.527  1.853  -0.391
C  1.960  -6.192  1.575  -0.528
H  6.821  -0.456  -1.410  0.401
H  5.527  1.027  0.161  0.417
H  3.726  -3.143  -1.389  0.485
H  2.932  -3.951  0.526  0.447
H  -0.668  -3.160  2.762  0.254
H  -0.953  -1.493  4.249  0.462
H  -2.500  2.311  3.908  0.429
H  -1.474  2.561  1.706  0.338
H  -1.056  -5.184  2.712  0.254
H  -1.190  -7.589  3.134  0.358
H  2.560  -8.241  1.620  0.359
H  2.897  -5.885  1.130  0.328
Cl  0.778  -0.147  -7.016  -0.262
C  0.682  -0.493  -5.323  0.427
C  0.962  -1.768  -4.861  0.372
Cl  1.355  -3.033  -5.972  -0.263
C  0.916  -2.036  -3.485  0.780
Cl  1.201  -3.632  -2.882  -0.230
C  0.590  -1.033  -2.587  -1.093
O  0.518  -1.167  -1.285  0.380
C  0.257  0.270  -3.054  -0.789
O  -0.096  1.109  -2.123  0.451
C  0.322  0.520  -4.420  0.102
Cl  -0.030  2.115  -5.002  -0.206
C  0.026  6.133  2.667  -1.901
C  0.584  4.732  2.584  1.059
C  1.020  4.070  3.723  -1.030
C  1.520  2.773  3.627  1.260
C  1.961  2.021  4.856  -1.738
C  1.602  2.165  2.387  0.228
C  1.158  2.792  1.212  -1.020
C  0.656  4.096  1.352  -0.330
N  1.240  2.118  -0.016  1.618
C  1.995  2.847  -1.079  1.863
C  2.573  1.827  -2.099  -1.296
C  1.158  3.879  -1.866  -1.453
C  3.206  3.590  -0.478  -1.774
H  -0.285  6.374  3.684  0.401
H  -0.838  6.245  2.009  0.379
H  0.775  6.869  2.360  0.309
H  0.961  4.560  4.691  0.242
H  1.924  2.661  5.739  0.394
H  2.978  1.643  4.740  0.319
H  1.306  1.163  5.025  0.264
H  2.009  1.164  2.291  0.060
H  0.267  4.610  0.482  -0.127
H  2.168  1.987  -3.098  0.054
H  2.347  0.812  -1.790  -0.070
H  3.659  1.915  -2.167  0.519
H  1.753  4.254  -2.705  0.481
H  0.878  4.734  -1.249  0.254
H  0.261  3.407  -2.250  -0.038
H  3.821  2.886  0.090  0.291
H  2.911  4.396  0.190  0.333
H  3.806  4.018  -1.284  0.513
C  -3.569  -0.334  0.988  -1.526
Si  -2.512  -0.106  -0.616  0.957
C  -3.437  1.457  -1.434  2.421
C  -3.140  1.631  -2.926  -1.902
C  -4.959  1.436  -1.266  -2.069
C  -2.894  2.692  -0.702  -2.043
C  -3.021  -1.810  -1.508  2.867
C  -4.491  -2.193  -1.307  -2.042
C  -2.163  -2.908  -0.863  -1.957
C  -2.757  -1.803  -3.019  -2.088
H  -4.624  -0.508  0.766  0.634
H  -3.504  0.538  1.639  0.485
H  -3.203  -1.191  1.562  0.294
H  -3.545  0.808  -3.517  0.226
H  -2.070  1.689  -3.105  0.116
H  -3.597  2.560  -3.296  0.534
H  -5.406  0.626  -1.848  0.323
H  -5.387  2.381  -1.629  0.520
H  -5.253  1.314  -0.221  0.285
H  -1.799  2.712  -0.732  0.027
H  -3.215  2.692  0.343  0.216
H  -3.266  3.614  -1.169  0.661
H  -4.712  -2.389  -0.257  0.364
H  -4.711  -3.110  -1.870  0.516
H  -5.166  -1.410  -1.662  0.222
H  -2.344  -2.965  0.215  0.306
H  -1.100  -2.723  -1.006  -0.064
H  -2.399  -3.889  -1.297  0.570
H  -3.469  -1.156  -3.538  0.328
H  -2.869  -2.814  -3.432  0.503
H  -1.753  -1.455  -3.259  0.603

Values from the calculation:
electronic energy = -143106.0948 eV
LUMO (alpha / beta) = 4.0 / 4.0 eV
total charge = -2
multiplicity = 3